Here is a cluster of 10 separate species, C10H40O10 in total from the Open Molecules 2025 dataset. Energies are from wB97M-V/def2-TZVPD.

Last column: natural (NBO) charge in e.
Cartesian coordinates (Å):
C: -5.688 1.758 -33.364  -0.25
O: -5.441 0.376 -33.547  -0.75
H: -5.531 2.076 -32.326  0.16
H: -4.997 2.312 -33.998  0.17
H: -6.708 2.036 -33.654  0.16
H: -6.201 -0.100 -33.187  0.49
C: -10.306 -4.906 -32.796  -0.26
O: -10.710 -3.741 -32.091  -0.74
H: -11.080 -5.254 -33.487  0.17
H: -9.412 -4.656 -33.366  0.19
H: -10.059 -5.726 -32.116  0.17
H: -11.421 -3.977 -31.491  0.48
C: -12.765 0.622 -34.135  -0.25
O: -11.422 0.880 -33.799  -0.74
H: -13.312 1.562 -34.057  0.18
H: -12.882 0.273 -35.171  0.16
H: -13.234 -0.104 -33.461  0.15
H: -10.981 0.028 -33.693  0.49
C: -3.423 -5.334 -33.487  -0.24
O: -4.340 -4.275 -33.351  -0.75
H: -2.385 -4.980 -33.495  0.16
H: -3.523 -6.080 -32.685  0.15
H: -3.625 -5.837 -34.433  0.17
H: -4.236 -3.945 -32.448  0.50
C: -10.129 -2.276 -35.312  -0.26
O: -10.215 -1.706 -34.001  -0.78
H: -9.835 -1.479 -35.993  0.20
H: -9.354 -3.043 -35.366  0.17
H: -11.094 -2.664 -35.640  0.17
H: -10.422 -2.410 -33.365  0.51
C: -6.745 -5.780 -31.090  -0.26
O: -6.683 -4.995 -29.890  -0.76
H: -5.938 -6.513 -31.088  0.19
H: -7.687 -6.323 -31.163  0.17
H: -6.596 -5.127 -31.949  0.19
H: -7.532 -5.016 -29.444  0.49
C: -7.137 -2.429 -32.678  -0.26
O: -7.715 -1.129 -32.710  -0.76
H: -7.708 -3.075 -31.991  0.15
H: -7.163 -2.907 -33.663  0.17
H: -6.109 -2.401 -32.328  0.20
H: -8.563 -1.215 -33.169  0.50
C: -3.415 -3.428 -29.482  -0.25
O: -4.222 -3.795 -30.595  -0.77
H: -3.247 -4.275 -28.814  0.17
H: -2.466 -3.061 -29.865  0.19
H: -3.866 -2.609 -28.908  0.17
H: -5.078 -4.093 -30.260  0.50
C: -10.820 -0.575 -30.509  -0.24
O: -11.243 0.705 -30.071  -0.72
H: -10.732 -0.606 -31.595  0.16
H: -9.854 -0.775 -30.058  0.18
H: -11.516 -1.360 -30.179  0.14
H: -12.024 0.942 -30.580  0.46
C: -6.728 -1.359 -29.342  -0.25
O: -6.641 -0.614 -28.136  -0.72
H: -6.190 -0.801 -30.106  0.20
H: -6.249 -2.338 -29.252  0.15
H: -7.761 -1.477 -29.680  0.16
H: -7.065 -1.118 -27.438  0.46

The SMILES is CO.CO.CO.CO.CO.CO.CO.CO.CO.CO. The gap between HOMO and LUMO is 0.336 hartree. The max |F| is 0.85 eV Å⁻¹. Its HOMO energy is -9.29 eV. Its total energy is -1157.2327 a.u. For the energy above the lowest of the compared OMol25 structures with the same formula, charge and spin, the calculation gives 74.8 kcal per mole.

Here is a cluster of 2 separate species, C19H20N2 in total at a distorted geometry from the Open Molecules 2025 dataset. Energies are from wB97M-V/def2-TZVPD.

Last column: natural (NBO) charge in e.
Cartesian coordinates (Å):
C: -3.247 -0.914 2.819  -0.59
C: -2.134 -1.089 1.802  -0.42
C: -0.773 -0.801 2.352  -0.11
C: -0.005 -1.770 2.916  -0.02
N: 1.212 -1.249 3.308  -0.53
C: 1.266 0.057 2.906  0.12
C: 2.266 1.019 3.058  -0.23
C: 2.014 2.289 2.596  -0.21
C: 0.791 2.618 1.981  -0.24
C: -0.207 1.686 1.863  -0.20
C: 0.051 0.374 2.289  -0.04
H: -3.289 -1.718 3.550  0.20
H: -4.200 -0.826 2.292  0.20
H: -3.106 0.033 3.343  0.21
H: -2.158 -2.067 1.327  0.21
H: -2.385 -0.377 1.005  0.20
H: -0.210 -2.830 2.961  0.21
H: 2.027 -1.799 3.523  0.41
H: 3.213 0.736 3.503  0.21
H: 2.760 3.055 2.751  0.21
H: 0.665 3.654 1.688  0.21
H: -1.188 1.905 1.452  0.21
C: -2.620 1.130 -2.343  -0.63
C: -1.434 0.590 -3.063  -0.09
C: -1.123 0.820 -4.359  -0.03
N: 0.110 0.274 -4.664  -0.55
C: 0.617 -0.306 -3.527  0.21
C: 1.841 -0.967 -3.350  -0.27
C: 2.101 -1.484 -2.107  -0.22
C: 1.177 -1.312 -1.055  -0.23
C: 0.029 -0.587 -1.228  -0.18
C: -0.337 -0.165 -2.520  -0.12
H: -3.087 1.906 -2.944  0.22
H: -2.438 1.539 -1.347  0.21
H: -3.369 0.349 -2.173  0.21
H: -1.587 1.385 -5.152  0.21
H: 0.621 0.424 -5.514  0.41
H: 2.501 -0.953 -4.213  0.21
H: 3.010 -2.013 -1.852  0.21
H: 1.356 -1.842 -0.125  0.21
H: -0.650 -0.313 -0.427  0.21

The SMILES is CCc1c[nH]c2ccccc12.Cc1c[nH]c2ccccc12. The gap between HOMO and LUMO is 0.316 hartree. The max |F| is 1.21 eV Å⁻¹. Its HOMO energy is -7.71 eV. Its total energy is -845.5319 a.u. For the energy above the lowest of the compared OMol25 structures with the same formula, charge and spin, the calculation gives 1.5 kcal per mole.

Here is a cluster of 7 separate species, C9H31NO7 in total at a distorted geometry from the Open Molecules 2025 dataset. Energies are from wB97M-V/def2-TZVPD.

Last column: natural (NBO) charge in e.
Cartesian coordinates (Å):
C: -1.299 0.789 0.322  -0.65
C: -0.086 1.558 0.687  0.12
C: 0.446 1.214 2.086  -0.62
C: 1.154 1.322 -0.284  -0.41
C: 0.869 1.888 -1.657  -0.42
C: 0.554 3.408 -1.540  -0.39
C: -0.663 3.686 -0.591  0.10
C: -0.541 5.186 -0.314  -0.61
C: -1.975 3.382 -1.168  -0.65
N: -0.347 3.012 0.685  -0.19
O: -1.485 3.156 1.626  -0.62
H: -1.538 0.785 -0.758  0.20
H: -2.165 1.062 0.858  0.23
H: -1.119 -0.278 0.472  0.22
H: 1.284 1.910 2.241  0.21
H: 0.742 0.161 2.265  0.22
H: -0.227 1.454 2.889  0.22
H: 2.063 1.840 0.069  0.21
H: 1.441 0.269 -0.165  0.22
H: 0.135 1.377 -2.265  0.20
H: 1.749 1.847 -2.296  0.21
H: 0.274 3.803 -2.495  0.21
H: 1.430 3.974 -1.152  0.21
H: 0.387 5.442 0.192  0.21
H: -0.628 5.737 -1.264  0.20
H: -1.326 5.639 0.279  0.21
H: -1.997 2.563 -1.871  0.21
H: -2.685 3.357 -0.340  0.24
H: -2.189 4.287 -1.796  0.21
H: -1.048 3.727 2.251  0.48
O: -0.817 -4.251 1.838  -0.98
H: -0.324 -5.046 1.849  0.50
H: -0.389 -3.610 2.478  0.49
O: -1.108 -3.067 -0.930  -1.00
H: -1.314 -3.479 -0.028  0.52
H: -1.951 -2.553 -1.131  0.48
O: 2.328 -2.657 2.251  -0.95
H: 2.332 -2.784 1.309  0.48
H: 3.250 -2.505 2.486  0.47
O: 0.788 -6.809 1.609  -0.98
H: 1.528 -7.384 1.796  0.47
H: 0.748 -6.850 0.598  0.50
O: 1.513 -3.384 -1.967  -0.97
H: 0.780 -2.857 -1.600  0.50
H: 1.695 -2.855 -2.775  0.47
O: -0.079 -5.989 -1.220  -0.98
H: 0.178 -5.074 -1.470  0.51
H: -0.368 -6.401 -2.058  0.47

The SMILES is CC1(C)CCCC(C)(C)N1O.O.O.O.O.O.O. The gap between HOMO and LUMO is 0.340 hartree. The max |F| is 3.07 eV Å⁻¹. Its HOMO energy is -8.86 eV. Its total energy is -942.8922 a.u. For the energy above the lowest of the compared OMol25 structures with the same formula, charge and spin, the calculation gives 16.4 kcal per mole.

Here is the molecule C4H7NO from the Open Molecules 2025 dataset. Energies are from wB97M-V/def2-TZVPD.

Last column: natural (NBO) charge in e.
Cartesian coordinates (Å):
C: 1.765 -0.017 -0.354  -0.73
C: 0.771 0.486 0.674  0.69
O: 1.037 1.430 1.383  -0.55
N: -0.476 -0.154 0.815  -0.44
C: -1.178 -0.904 -0.200  -0.25
C: -1.633 0.457 0.192  -0.23
H: 2.232 0.868 -0.792  0.25
H: 2.551 -0.590 0.144  0.25
H: 1.329 -0.630 -1.145  0.21
H: -1.717 -1.769 0.180  0.21
H: -0.735 -1.039 -1.185  0.19
H: -2.515 0.604 0.807  0.21
H: -1.430 1.258 -0.518  0.20

The SMILES is CC(=O)N1CC1. The gap between HOMO and LUMO is 0.394 hartree. The max |F| is 0.43 eV Å⁻¹. Its HOMO energy is -9.75 eV. Its total energy is -286.5652 a.u. For the energy above the lowest of the compared OMol25 structures with the same formula, charge and spin, the calculation gives 41.7 kcal per mole.

Here is a structure of composition C30H39N9O6SbZr at a distorted geometry from the Open Molecules 2025 dataset. Energies are from wB97M-V/def2-TZVPD.

Last column: natural (NBO) charge in e.
Cartesian coordinates (Å):
Zr: 0.479 0.076 -0.657  2.15
O: -2.792 2.567 -2.663  -0.59
C: -1.831 1.723 -2.424  0.84
O: -1.305 1.546 -1.322  -0.66
C: -1.382 0.894 -3.571  0.08
C: -1.878 0.950 -4.867  -0.13
C: -1.419 -0.001 -5.772  -0.11
C: -0.547 -0.994 -5.333  -0.16
C: -0.122 -0.962 -4.012  0.06
N: -0.493 -0.007 -3.160  -0.43
C: 0.665 -1.999 -3.285  0.84
O: 1.182 -3.039 -3.873  -0.58
O: 0.793 -1.865 -2.070  -0.65
H: -3.070 3.031 -1.848  0.54
H: -2.605 1.697 -5.148  0.28
H: -1.767 0.005 -6.794  0.27
H: -0.239 -1.773 -6.017  0.25
H: 1.035 -3.086 -4.831  0.52
O: 1.669 0.362 0.999  -0.60
N: 2.053 -0.657 1.705  0.25
N: 1.397 -1.685 1.434  0.20
O: 0.435 -1.604 0.513  -0.65
C: 1.675 -2.951 2.049  0.11
C: 0.649 -3.881 2.122  -0.23
C: 0.911 -5.088 2.750  -0.17
C: 2.168 -5.338 3.284  -0.15
C: 3.179 -4.389 3.191  -0.18
C: 2.944 -3.175 2.565  -0.21
H: -0.323 -3.668 1.702  0.23
H: 0.132 -5.833 2.825  0.24
H: 2.364 -6.281 3.773  0.25
H: 4.156 -4.594 3.605  0.25
H: 3.717 -2.426 2.484  0.25
N: 3.312 -2.004 -0.959  -0.77
C: 3.593 -0.797 -1.480  0.63
N: 4.846 -0.600 -1.836  -0.54
C: 5.173 0.623 -2.257  0.62
N: 6.377 0.837 -2.745  -0.70
N: 4.329 1.687 -2.160  -0.50
C: 3.126 1.414 -1.764  0.47
N: 2.607 0.171 -1.536  -0.74
C: 2.276 2.581 -1.427  0.15
C: 2.726 3.872 -1.657  -0.17
C: 2.014 4.931 -1.118  -0.10
C: 0.892 4.658 -0.349  -0.21
C: 0.484 3.345 -0.203  0.08
N: 1.142 2.316 -0.757  -0.57
H: 4.077 -2.663 -0.993  0.44
H: 2.376 -2.382 -0.983  0.42
H: 7.041 0.081 -2.798  0.44
H: 6.652 1.765 -3.027  0.43
H: 3.638 4.021 -2.214  0.27
H: 2.347 5.949 -1.270  0.26
H: 0.334 5.449 0.131  0.26
H: -0.401 3.097 0.369  0.23
C: -2.894 -0.296 4.210  -0.64
C: -1.641 -0.527 3.373  -0.47
C: -0.392 -0.207 4.191  -0.63
Sb: -1.681 0.575 1.504  1.07
C: -3.084 -0.563 0.283  -0.50
C: -4.192 -1.273 1.048  -0.63
C: -2.344 -1.547 -0.617  -0.55
C: -2.965 2.250 1.985  -0.48
C: -2.280 3.184 2.976  -0.63
C: -3.472 3.015 0.768  -0.63
H: -2.868 -0.956 5.079  0.25
H: -3.818 -0.504 3.677  0.22
H: -2.937 0.723 4.590  0.22
H: -1.610 -1.573 3.044  0.22
H: -0.404 0.825 4.542  0.22
H: 0.540 -0.359 3.647  0.20
H: -0.362 -0.843 5.076  0.24
H: -3.540 0.205 -0.350  0.21
H: -3.795 -2.016 1.740  0.22
H: -4.855 -1.794 0.356  0.23
H: -4.808 -0.576 1.614  0.23
H: -1.945 -2.397 -0.062  0.23
H: -1.489 -1.082 -1.156  0.11
H: -2.989 -1.929 -1.412  0.24
H: -3.813 1.760 2.467  0.24
H: -1.488 3.761 2.493  0.20
H: -1.836 2.655 3.818  0.22
H: -2.998 3.897 3.381  0.25
H: -2.645 3.483 0.225  0.18
H: -4.130 3.824 1.091  0.25
H: -4.055 2.382 0.095  0.20

Its charge is +3. The gap between HOMO and LUMO is 0.242 hartree. The max |F| is 1.53 eV Å⁻¹. Its HOMO energy is -15.99 eV. Its total energy is -2397.3938 a.u. For the energy above the lowest of the compared OMol25 structures with the same formula, charge and spin, the calculation gives 0.0 kcal per mole.

Here is a structure of composition C14H15CdF6N5O3S2Sb from the Open Molecules 2025 dataset. Energies are from wB97M-V/def2-TZVPD.

Last column: Mulliken spin population.
Cartesian coordinates (Å):
Cd: -0.547 0.853 0.186  0.01
C: -0.042 -3.232 -1.792  0.00
C: -0.434 -1.871 -1.322  0.00
N: 0.122 -1.258 -0.351  0.00
N: 1.125 -1.844 0.353  0.00
C: 1.331 -1.272 1.520  0.00
N: 2.289 -1.829 2.283  0.00
S: 0.468 0.047 2.297  0.01
C: -1.567 -1.146 -1.967  0.00
C: -2.128 -1.620 -3.145  0.00
C: -3.191 -0.940 -3.716  0.00
C: -3.681 0.191 -3.090  0.00
C: -3.068 0.605 -1.921  0.00
N: -2.044 -0.041 -1.368  0.00
H: 0.592 -3.701 -1.045  0.00
H: 0.526 -3.165 -2.724  0.00
H: -0.916 -3.856 -1.977  0.00
H: 2.829 -2.585 1.898  0.00
H: 2.537 -1.428 3.169  0.00
H: -1.723 -2.501 -3.619  0.00
H: -3.625 -1.292 -4.643  0.00
H: -4.507 0.756 -3.496  0.00
H: -3.404 1.498 -1.412  0.00
F: 1.261 2.438 -0.656  0.00
Sb: 0.508 2.916 -2.373  0.00
F: -0.483 3.273 -3.909  0.00
F: -1.144 2.674 -1.358  0.00
F: 0.405 1.050 -2.665  0.00
F: 0.487 4.704 -1.808  0.00
F: 2.171 3.092 -3.186  0.00
N: -0.756 3.311 1.284  0.09
C: -0.034 3.296 2.451  0.19
C: -0.687 3.025 3.674  0.01
C: 0.049 2.877 4.808  0.08
C: 1.468 2.951 4.749  0.21
C: 2.103 3.317 3.536  0.04
C: 1.371 3.460 2.398  0.01
S: 2.390 2.674 6.200  -0.03
O: 2.204 4.107 6.553  0.37
O: 1.665 1.764 7.044  0.00
O: 3.733 2.320 5.833  0.00
H: -0.325 3.769 0.490  0.00
H: -1.738 3.535 1.370  0.00
H: -1.765 2.917 3.682  0.00
H: -0.401 2.648 5.764  0.00
H: 3.181 3.411 3.546  0.00
H: 1.832 3.657 1.439  0.00

The gap between HOMO and LUMO (spin up / spin down) is 0.290 / 0.197 hartree. The max |F| is 0.76 eV Å⁻¹. Its HOMO energy (spin up / spin down) is -8.81 / -8.81 eV. Its total energy is -2845.6900 a.u. For the energy above the lowest of the compared OMol25 structures with the same formula, charge and spin, the calculation gives 13.4 kcal per mole. Its spin multiplicity is 2. As for the expectation value of S²: 0.7743.